19
Properties=species:S:1:pos:R:3:forces:R:3:mulliken_charge:R:1 method="wB97M-V/def2-TZVPD" total_charge=0 e_above_lowest_ev=4.4715 spin_multiplicity=1
C 0.40838 -0.24738 -1.09050 -0.59 -3.31 -0.97 -1.129
C -0.15772 -1.41610 -0.27505 -0.98 -0.48 -0.90 -0.092
N -1.04345 -2.31363 -0.75948 3.77 3.19 4.81 0.522
C -1.42993 -2.28915 -2.08144 -2.29 1.37 -2.52 -0.989
O -1.45491 -3.22142 0.03186 -0.78 -0.75 -0.49 -0.688
H 1.02511 0.46186 -0.60714 0.06 0.69 0.93 0.237
H 1.04470 -0.73849 -1.85014 0.06 0.34 0.02 0.341
H -0.42167 0.12045 -1.65797 -0.30 1.05 -0.25 0.303
H 0.12351 -1.63023 0.74399 -0.03 0.15 0.05 0.472
H -1.85170 -3.24809 -2.19176 -1.02 -0.95 -0.68 0.370
H -2.19145 -1.43442 -2.36402 1.50 -1.68 0.69 0.275
H -0.56716 -2.25746 -2.70689 0.59 0.40 -0.64 0.361
C 1.40066 2.84272 2.06748 2.84 -1.15 0.38 -0.746
N 0.24686 1.96781 1.99152 -0.28 0.52 1.10 -0.488
H 1.38957 3.93371 2.00547 -0.86 -0.03 -0.60 0.276
H 1.88033 2.70956 3.04128 -0.13 -0.20 0.16 0.297
H 2.20982 2.42108 1.39716 -0.87 0.84 0.25 0.226
H -0.41255 2.39973 1.38561 -0.83 0.06 -0.61 0.210
H -0.19841 1.93942 2.92001 0.15 -0.06 -0.71 0.240